(1)
95
Properties=species:S:1:pos:R:3:forces:R:3 method="wB97M-V/def2-TZVPD" e_lumo_ha=-0.103 total_charge=+1
C -1.563 5.018 -1.446 0.216 0.188 0.165
C -0.480 6.101 -1.465 -0.160 -0.700 0.219
C 0.447 5.992 -0.241 -0.078 0.712 -0.278
C 1.830 6.582 -0.548 0.053 -0.262 0.334
C 2.873 5.609 -1.160 -0.820 0.099 -0.202
C 2.365 4.253 -1.670 0.536 -0.393 0.072
C 3.545 3.528 -2.336 -0.354 -0.084 -0.300
C 3.195 2.241 -3.093 -0.712 0.273 0.134
C 2.545 1.145 -2.239 0.406 -0.188 0.016
C 3.454 0.736 -1.076 -0.411 -0.154 0.088
C 3.238 -0.683 -0.519 0.153 0.408 -0.638
C 1.845 -1.072 -0.037 0.064 -0.175 0.492
C 1.457 -0.489 1.345 0.072 0.208 -0.497
C 0.188 0.397 1.322 0.072 -0.129 0.976
C -1.036 -0.306 1.978 0.119 -0.371 -1.115
C -2.111 -0.773 0.972 -0.416 -0.052 0.062
C -3.443 -0.024 1.056 0.363 0.572 -0.149
C -4.312 -0.145 -0.192 -0.314 0.057 0.483
N -4.692 -1.530 -0.496 0.286 0.209 -0.181
C -3.774 -2.254 -1.366 -0.074 -0.295 -0.344
C -3.610 -1.710 -2.794 -0.346 -0.124 0.079
O -2.574 -0.742 -2.950 0.076 -0.244 0.305
C -1.349 -1.251 -3.370 0.263 0.949 -0.265
N -0.812 -2.288 -2.463 0.248 -0.743 -0.610
C -0.812 -3.470 -2.792 -0.901 0.643 0.074
O -0.909 -4.605 -3.013 0.535 -0.179 0.267
P -1.374 -1.853 -5.167 0.048 -1.223 -0.135
C 0.077 -0.978 -5.845 -0.353 0.663 0.212
O -2.680 -1.060 -5.782 0.330 0.308 0.110
H -1.975 4.943 -0.437 -0.202 0.007 -0.061
H -2.366 5.233 -2.150 -0.033 -0.106 0.002
H -1.124 4.046 -1.682 -0.057 -0.021 -0.057
H 0.102 5.997 -2.382 -0.009 0.162 -0.033
H -0.951 7.086 -1.469 0.113 0.068 -0.095
H 0.496 4.969 0.137 0.093 -0.056 -0.108
H -0.005 6.592 0.554 -0.008 -0.145 0.094
H 1.678 7.425 -1.224 0.013 0.020 -0.006
H 2.246 7.012 0.366 0.047 -0.029 -0.032
H 3.307 6.117 -2.023 0.349 -0.040 0.133
H 3.656 5.411 -0.427 0.146 0.051 -0.100
H 1.546 4.340 -2.389 -0.007 0.153 0.014
H 2.001 3.629 -0.848 -0.112 0.124 0.049
H 3.949 4.224 -3.076 0.327 -0.043 0.128
H 4.302 3.327 -1.574 0.155 0.104 -0.100
H 2.486 2.513 -3.882 0.062 -0.024 -0.088
H 4.081 1.851 -3.599 0.064 -0.056 0.105
H 2.361 0.272 -2.877 -0.045 0.000 0.013
H 1.573 1.475 -1.864 -0.029 0.029 -0.037
H 3.349 1.478 -0.277 0.153 -0.010 0.039
H 4.486 0.769 -1.435 0.062 0.133 0.145
H 3.517 -1.369 -1.327 0.052 -0.071 0.069
H 3.979 -0.807 0.276 -0.132 -0.280 0.110
H 1.065 -0.817 -0.757 0.162 0.026 -0.185
H 1.842 -2.165 0.021 -0.128 0.004 -0.008
H 1.313 -1.313 2.047 -0.008 0.047 0.077
H 2.301 0.084 1.737 -0.004 0.034 -0.062
H -0.018 0.711 0.298 -0.145 0.030 0.015
H 0.394 1.298 1.904 0.014 0.084 -0.151
H -0.641 -1.225 2.416 -0.052 0.206 0.559
H -1.485 0.328 2.743 -0.002 -0.103 0.114
H -1.747 -0.676 -0.055 0.189 0.013 0.069
H -2.325 -1.839 1.112 0.089 -0.004 -0.019
H -3.201 1.041 1.174 -0.090 0.012 -0.031
H -4.016 -0.291 1.948 0.053 -0.227 -0.022
H -5.238 0.397 0.015 0.006 0.001 -0.065
H -3.828 0.383 -1.020 0.101 -0.167 -0.140
H -5.588 -1.512 -0.967 -0.073 -0.060 0.132
H -4.172 -3.269 -1.468 -0.018 0.004 0.030
H -2.787 -2.361 -0.921 -0.101 0.108 0.121
H -4.544 -1.223 -3.088 0.088 0.096 -0.069
H -3.475 -2.553 -3.481 0.180 0.064 -0.046
H -0.651 -0.411 -3.325 -0.095 0.037 0.196
H 0.114 0.074 -5.546 0.018 -0.018 0.021
H 0.991 -1.472 -5.516 -0.009 -0.095 -0.009
H 0.017 -1.005 -6.933 0.068 -0.172 -0.009
H -3.154 -1.683 -6.342 -0.124 0.067 0.002
C 1.931 -4.026 7.503 0.015 -0.048 -0.226
C 0.424 -3.886 7.389 0.124 -0.081 0.250
N -0.054 -4.044 6.004 -0.012 -0.024 -0.020
C -1.061 -3.308 5.423 0.070 -0.001 0.122
C -1.213 -3.771 4.159 0.030 -0.090 -0.198
N -0.299 -4.783 3.991 -0.014 -0.093 0.028
C 0.382 -4.938 5.122 -0.022 0.141 -0.038
C -0.091 -5.564 2.768 0.083 -0.070 0.027
H 2.440 -3.314 6.853 -0.004 0.036 0.045
H 2.238 -3.838 8.529 -0.028 0.000 0.016
H 2.266 -5.029 7.237 0.006 -0.011 0.069
H 0.111 -2.899 7.723 -0.077 0.010 -0.098
H -0.085 -4.625 8.007 -0.034 0.018 -0.012
H -1.562 -2.534 5.976 -0.059 0.046 -0.118
H -1.867 -3.494 3.350 -0.063 0.156 0.100
H 1.155 -5.668 5.288 0.028 0.025 -0.004
H -0.261 -6.618 2.976 -0.027 0.004 -0.021
H 0.925 -5.417 2.412 -0.016 0.018 -0.031
H -0.792 -5.228 2.010 -0.021 0.039 0.031

(2)
105
Properties=species:S:1:pos:R:3:forces:R:3 method="wB97M-V/def2-TZVPD" e_above_lowest_ev=2.7854 spin_multiplicity=4 e_lumo_ha="-0.168 / -0.227" total_charge=+2 s_squared=3.765
V -0.071 -0.370 -0.378 0.054 -0.813 0.830
C 4.283 1.912 3.693 0.056 0.004 0.024
C 3.221 0.897 4.044 -0.087 -0.043 -0.037
C 3.756 -0.417 4.566 0.039 0.027 0.005
O 2.329 0.619 2.895 -0.015 -0.005 0.049
P 2.638 0.396 1.384 0.005 0.173 0.011
O 1.601 -0.527 0.826 0.154 0.013 -0.016
C 2.593 1.997 0.570 0.022 0.014 0.040
P 2.297 1.864 -1.202 0.061 -0.028 0.010
O 1.248 0.843 -1.485 -0.182 0.047 -0.241
O 3.635 1.451 -1.871 0.029 -0.026 -0.048
C 4.780 2.379 -2.031 0.022 0.065 -0.044
C 4.862 2.757 -3.491 -0.016 -0.019 0.020
C 5.999 1.660 -1.511 0.012 -0.030 0.002
O 1.969 3.290 -1.715 0.155 0.132 -0.187
C 0.640 3.929 -1.697 -0.076 -0.061 0.077
C 0.711 5.039 -0.676 -0.087 0.073 0.056
C 0.347 4.396 -3.103 0.025 -0.020 0.036
O 4.102 -0.084 1.165 0.090 0.007 0.005
C 4.549 -1.492 1.046 -0.068 0.002 -0.014
C 6.017 -1.496 1.393 0.026 -0.022 0.012
C 4.268 -1.973 -0.360 0.006 -0.043 0.011
H 4.839 2.161 4.596 0.002 0.008 -0.001
H 3.842 2.836 3.315 -0.006 -0.003 -0.005
H 4.991 1.515 2.965 -0.007 0.014 -0.001
H 2.524 1.322 4.765 0.023 0.004 0.004
H 4.449 -0.870 3.856 -0.017 0.013 0.016
H 2.942 -1.112 4.771 -0.002 0.007 -0.004
H 4.294 -0.241 5.497 0.010 -0.013 -0.006
H 3.516 2.553 0.751 0.001 -0.037 0.022
H 1.758 2.554 0.996 -0.008 -0.004 -0.002
H 4.568 3.265 -1.426 0.011 -0.004 -0.001
H 5.026 1.869 -4.101 0.002 0.003 -0.002
H 5.698 3.440 -3.644 0.004 0.003 0.002
H 3.949 3.251 -3.819 -0.001 0.001 0.003
H 6.189 0.764 -2.105 0.003 0.000 0.005
H 5.874 1.373 -0.466 0.001 0.004 0.001
H 6.868 2.312 -1.592 0.005 0.001 0.006
H -0.077 3.161 -1.392 0.013 0.029 -0.036
H 1.496 5.750 -0.933 0.017 -0.015 -0.008
H 0.904 4.647 0.327 -0.012 0.053 -0.058
H -0.236 5.580 -0.656 0.008 0.020 0.012
H 1.074 5.143 -3.420 0.003 0.009 0.009
H -0.649 4.840 -3.143 0.022 -0.002 0.028
H 0.371 3.557 -3.796 0.003 0.002 -0.013
H 3.977 -2.068 1.777 0.002 -0.007 0.006
H 6.576 -0.895 0.675 0.007 -0.003 -0.002
H 6.391 -2.518 1.350 0.021 0.005 -0.002
H 6.206 -1.108 2.395 -0.045 -0.004 -0.026
H 4.800 -1.352 -1.082 0.010 0.013 0.002
H 3.202 -1.951 -0.586 0.030 0.001 0.030
H 4.626 -2.999 -0.461 -0.011 0.000 -0.013
O -0.416 1.356 0.730 0.115 0.066 0.033
S -1.487 1.500 1.838 -0.080 -0.105 -0.101
C -0.914 2.949 2.778 -0.049 0.033 -0.055
C -1.825 4.132 2.428 0.017 -0.029 -0.010
C -2.401 3.862 1.041 -0.035 -0.076 -0.020
C -2.844 2.407 1.069 0.042 0.041 0.191
H 0.112 3.074 2.433 0.026 0.052 0.034
H -0.906 2.704 3.838 0.027 -0.056 -0.005
H -1.272 5.069 2.476 0.013 -0.004 0.002
H -2.631 4.190 3.160 -0.017 0.038 -0.021
H -1.642 3.988 0.268 0.024 0.044 -0.010
H -3.236 4.520 0.804 0.003 0.004 0.002
H -3.043 1.950 0.103 -0.004 -0.034 0.014
H -3.700 2.257 1.733 -0.027 -0.017 -0.039
O -2.062 -0.389 -0.394 -0.243 0.108 0.040
O -1.654 -1.196 -1.312 -0.402 0.082 -0.467
C -0.575 -1.760 3.088 0.043 -0.148 0.043
As -0.505 -2.414 1.264 0.028 0.147 0.098
C -2.091 -3.517 1.174 -0.098 0.065 -0.017
C 0.947 -3.734 1.260 0.115 0.040 -0.006
C 1.056 -4.512 2.535 -0.045 -0.006 0.017
C 0.333 -5.687 2.726 0.014 0.005 -0.006
C 0.413 -6.376 3.927 0.007 -0.003 0.016
C 1.219 -5.902 4.953 -0.006 -0.007 -0.005
C 1.948 -4.735 4.770 -0.001 -0.007 -0.001
C 1.862 -4.046 3.570 0.001 0.011 0.031
H -0.553 -2.586 3.798 0.019 -0.017 -0.031
H -1.500 -1.201 3.215 -0.003 0.007 -0.011
H 0.277 -1.104 3.260 0.003 0.027 0.030
H -2.101 -4.232 1.994 0.023 -0.007 0.004
H -2.120 -4.047 0.223 -0.005 -0.027 -0.012
H -2.971 -2.878 1.240 0.016 -0.026 -0.001
H 1.858 -3.162 1.067 -0.044 -0.045 -0.028
H 0.768 -4.388 0.403 -0.001 0.053 0.038
H -0.283 -6.077 1.923 -0.002 0.001 -0.002
H -0.148 -7.292 4.059 0.002 -0.001 -0.001
H 1.286 -6.444 5.886 -0.003 -0.001 -0.001
H 2.587 -4.367 5.563 -0.005 0.002 -0.008
H 2.428 -3.130 3.433 0.024 0.007 -0.019
C -0.036 -2.747 -3.730 0.009 -0.032 -0.083
C 0.478 -2.956 -2.330 -0.036 0.049 0.088
O 0.876 -1.706 -1.717 0.366 0.052 0.111
H -0.312 -3.710 -4.159 -0.011 0.022 -0.027
H 0.739 -2.313 -4.366 -0.016 -0.002 -0.019
H -0.909 -2.094 -3.742 0.040 -0.033 0.030
H 1.342 -3.623 -2.303 -0.032 -0.030 -0.018
H -0.293 -3.354 -1.676 -0.040 -0.070 0.018
H 1.432 -1.193 -2.319 0.015 0.012 -0.011
Cl -1.090 0.986 -3.096 -0.051 0.246 -0.405
C -2.845 1.110 -3.312 -0.030 0.008 0.134
Cl -3.469 2.561 -2.511 -0.027 -0.010 -0.088
H -3.293 0.241 -2.845 -0.048 -0.010 -0.019
H -3.076 1.165 -4.369 0.056 0.039 0.002

Number 1: largest force on an atom 0.0239 Eh/bohr. Number 2: largest force on an atom 0.0226 Eh/bohr.